Entry 1:
{"formula": "C2H3N3O", "method": "ωB97M-V/def2-TZVPD", "symbols": ["N", "C", "C", "O", "N", "N", "H", "H", "H"], "xyz": [[-0.872, 1.172, 0.695], [-0.142, 0.165, 0.055], [-0.251, -0.948, -0.724], [1.081, -1.351, -1.017], [1.926, -0.490, -0.419], [1.274, 0.381, 0.197], [-0.255, 1.631, 1.355], [-1.810, 1.078, 1.061], [-0.951, -1.637, -1.203]], "spin_multiplicity": 1, "gap_ev": 10.00, "total_charge": 0, "relative_energy_ev": 2.430, "smiles": "Nc1conn1", "homo_energy_ev": -9.1}

***

Entry 2:
{"formula": "CFFeO4S", "method": "ωB97M-V/def2-TZVPD", "symbols": ["S", "F", "O", "O", "C", "O", "O", "Fe"], "xyz": [[1.745, -0.343, 0.130], [1.749, -0.394, 1.800], [1.447, -1.720, -0.261], [0.441, 0.557, -0.092], [-0.986, 0.115, 0.212], [-1.735, 0.685, -0.593], [-1.138, -0.705, 1.081], [-1.523, 1.806, -2.277]], "spin_multiplicity": 5, "gap_ev": [5.40, 4.84], "total_charge": -1, "homo_energy_ev": [-2.1, -1.6]}

***

Number 1: M 85.1 g mol⁻¹. Number 2: M 182.9 g mol⁻¹.